1.
# C43H42LuN7O4SeTe

C43H42LuN7O4SeTe as an isolated structure in a non-equilibrium geometry (ωB97M-V/def2-TZVPD, the Open Molecules 2025 dataset).

E = -6253.1462 hartree
HOMO-LUMO gap (spin up / spin down) = 5.12 / 6.96 eV
Largest force on an atom = 4.17 eV Å⁻¹
2S+1 = 2
HOMO energy (spin up / spin down) = -3.2 / -5.1 eV
Total charge = -1

Last column: Mulliken charge in e.
Positions of all 99 atoms, in Å:
Lu 3.4300 -2.6284 18.1743  2.02
O -1.1073 1.5659 18.9756  -0.72
C -0.1341 2.3267 19.5082  0.76
C -0.4474 3.4528 20.2543  -0.97
C 0.6005 4.1680 20.8584  -0.28
C 1.9015 3.8196 20.7043  -1.20
C 2.1675 2.7069 19.9281  -0.36
C 1.2545 1.9209 19.3222  0.24
C 1.7000 0.7470 18.6502  1.07
O 2.9413 0.8791 18.0121  -0.34
N 0.9479 -0.2666 18.4839  -0.54
N 1.3981 -1.3716 17.7905  -0.08
C 0.4047 -2.1379 17.2704  -1.08
C 0.7036 -3.4128 16.7255  1.13
C -0.3324 -4.2422 16.1767  -0.87
C -0.0483 -5.5525 15.8049  -0.37
C 1.2811 -5.9100 15.7659  -0.71
C 2.2594 -5.0562 16.2667  -0.38
N 1.9399 -3.8357 16.7744  -0.43
H -0.5849 0.7377 18.6317  0.42
H -1.4896 3.7333 20.4295  0.37
H 0.3392 4.9531 21.5005  0.47
H 2.6336 4.4441 21.1607  0.48
H 3.2383 2.3752 19.7998  0.27
H -0.6069 -1.9076 17.5752  0.28
H -1.3566 -3.9327 16.2776  0.37
H -0.7503 -6.2393 15.4620  0.49
H 1.5022 -6.8888 15.4530  0.41
H 3.3106 -5.3194 16.3076  0.42
O 2.3113 -3.4151 19.7849  -0.49
C 2.3760 -3.5115 21.0766  0.63
C 1.1770 -3.7079 21.7780  -0.66
C 1.1539 -3.6626 23.1425  -0.50
C 2.2898 -3.3896 23.9060  -0.87
C 3.4941 -3.2602 23.2489  -0.91
C 3.5976 -3.2659 21.7898  -0.02
C 4.8562 -2.9578 21.1167  0.22
N 5.0135 -2.2836 19.9826  0.82
C 6.3675 -2.0484 19.8904  -0.30
C 7.0062 -2.4829 21.0502  -1.13
N 5.9936 -3.1486 21.7725  0.14
H 0.3371 -4.0252 21.2155  0.48
H 0.2321 -3.7661 23.6159  0.53
H 2.2051 -3.3710 24.9835  0.39
H 4.4170 -3.0360 23.9141  -0.05
H 6.8551 -1.4826 19.0720  0.32
H 7.9881 -2.6594 21.4163  0.49
H 6.1596 -3.6719 22.5859  0.20
C 4.3784 0.5591 15.8844  -1.43
C 4.4303 -0.4742 16.9012  0.88
O 4.9643 -1.6041 16.7398  -0.80
N 3.7481 -0.2905 18.0631  -0.03
Te 5.4280 2.9927 24.9705  0.43
C 5.0265 2.6341 27.0569  -0.02
C 5.3843 1.3480 27.4757  0.61
C 6.0517 0.1741 26.6988  -1.56
C 5.3281 1.0595 28.8089  -0.54
C 4.7039 1.8622 29.8172  0.21
C 4.2637 1.4844 31.1598  -1.33
C 4.3740 3.1430 29.3136  -0.43
C 4.6094 3.5640 28.0105  0.68
C 4.5221 5.0852 27.7231  -1.57
C 3.8798 1.9760 23.9650  -0.11
C 4.1741 0.9508 22.9475  0.30
C 5.5882 0.6855 22.4750  -0.63
C 3.1173 0.2662 22.3843  0.36
C 1.8070 0.5649 22.7893  0.39
C 0.6855 -0.1691 22.1274  -1.32
C 1.5259 1.5684 23.7503  -1.12
C 2.5745 2.2448 24.3279  1.54
C 2.2802 3.3567 25.2982  -2.19
H 3.5863 0.2076 15.2024  0.25
H 5.3122 0.6053 15.3259  0.41
H 4.1437 1.5038 16.2334  0.36
H 6.5671 0.4919 25.7651  0.22
H 5.3584 -0.6000 26.3925  0.38
H 6.9061 -0.1697 27.2201  0.50
H 5.7203 0.1060 29.1224  0.40
H 3.9919 2.3923 31.7258  0.34
H 5.1228 1.0833 31.7175  0.35
H 3.4509 0.8085 31.1272  0.28
H 3.8998 3.9402 29.9420  0.18
H 3.6004 5.5071 28.0996  0.38
H 4.5327 5.1537 26.6571  0.32
H 5.3606 5.7017 28.1382  0.33
H 5.9718 1.5296 21.8569  0.34
H 5.6070 -0.2562 21.9584  -0.49
H 6.3169 0.6606 23.3266  0.28
H 3.3876 -0.3188 21.5297  0.35
H 1.1394 -0.6957 21.3313  -0.14
H -0.0758 0.4842 21.6079  0.16
H 0.2669 -0.8534 22.8270  0.56
H 0.5137 1.8079 23.9513  0.48
H 1.2357 3.7280 25.2696  0.35
H 2.9701 4.1874 25.1452  0.40
H 2.4206 3.0408 26.2562  0.50
Se 7.1747 -6.0536 18.8675  -0.30
C 5.8900 -4.9916 18.4397  0.06
N 4.9328 -4.4056 18.1453  -0.72

=====

2.
# C23H18NO4PS4Ta

C23H18NO4PS4Ta as an isolated structure (ωB97M-V/def2-TZVPD, the Open Molecules 2025 dataset).

E = -3234.0512 hartree
HOMO-LUMO gap = 6.21 eV
Largest force on an atom = 0.14 eV Å⁻¹
2S+1 = 1
HOMO energy = -11.4 eV
Total charge = +1

Last column: natural (NBO) charge in e.
Positions of all 52 atoms, in Å:
Ta 0.6582 -2.4718 -0.4167  1.63
O 2.7438 -1.9497 0.1928  -0.58
C 2.6512 -1.2060 -0.8153  0.78
O 1.9671 -1.7018 -1.8072  -0.67
C 2.8854 0.2527 -0.8215  -0.13
C 4.1324 0.8457 -0.8523  -0.17
C 4.2115 2.2311 -0.9258  -0.16
C 3.0572 2.9967 -0.9704  -0.20
C 1.8066 2.3933 -0.9141  -0.12
C 1.7059 1.0126 -0.8214  -0.34
P 0.0757 0.1901 -0.6681  1.06
C -0.8252 0.6965 -2.1475  -0.42
C -1.9822 1.4653 -2.0775  -0.18
C -2.6321 1.8363 -3.2469  -0.20
C -2.1296 1.4439 -4.4774  -0.17
C -0.9703 0.6797 -4.5478  -0.21
C -0.3175 0.3042 -3.3879  -0.13
C -0.8038 0.8493 0.7630  -0.42
C -2.0361 0.2667 1.0693  -0.20
C -2.7488 0.6949 2.1778  -0.21
C -2.2335 1.6986 2.9889  -0.18
C -1.0033 2.2680 2.6937  -0.22
C -0.2843 1.8438 1.5853  -0.11
H 5.0284 0.2401 -0.8399  0.24
H 5.1795 2.7116 -0.9603  0.24
H 3.1294 4.0731 -1.0461  0.24
H 0.9116 3.0030 -0.9449  0.23
H -2.3813 1.7790 -1.1220  0.23
H -3.5315 2.4346 -3.1919  0.23
H -2.6398 1.7343 -5.3860  0.23
H -0.5774 0.3753 -5.5084  0.23
H 0.5850 -0.2921 -3.4479  0.22
H -2.4426 -0.5202 0.4441  0.24
H -3.7070 0.2467 2.4050  0.23
H -2.7919 2.0347 3.8527  0.23
H -0.5948 3.0408 3.3308  0.23
H 0.6905 2.2673 1.3908  0.22
S -1.4764 -2.4230 -1.4653  -0.24
S -2.2557 -4.3708 -1.5413  0.10
S -0.6352 -5.3348 -2.2445  0.11
S 0.7312 -4.7766 -0.7774  -0.15
O -1.4032 -3.7490 1.6248  -0.53
C -0.7055 -2.9691 2.2157  0.71
C -0.7671 -2.5944 3.6790  -0.52
C 0.2991 -1.5204 3.8594  -0.52
C 0.8542 -1.2755 2.4753  0.73
O 1.6027 -0.3960 2.1440  -0.55
N 0.3141 -2.2240 1.5744  -0.85
H -0.6096 -3.4925 4.2745  0.26
H -1.7777 -2.2417 3.8856  0.26
H 1.1224 -1.8270 4.5050  0.26
H -0.0801 -0.5735 4.2419  0.26

=====

3.
# CH2N4O2S2

One molecule with the formula CH2N4O2S2 in a non-equilibrium geometry (ωB97M-V/def2-TZVPD, the Open Molecules 2025 dataset).

E = -1205.0427 hartree
HOMO-LUMO gap = 9.46 eV
Largest force on an atom = 5.80 eV Å⁻¹
2S+1 = 1
HOMO energy = -10.6 eV

Last column: natural (NBO) charge in e.
Positions of all 11 atoms, in Å:
C 1.5513 0.0965 -0.3943  -0.02
N -2.1146 -0.3796 -0.6599  -0.49
N -2.5540 0.7145 -0.5725  0.23
N 0.8056 0.2147 0.6119  -0.65
N -3.0185 1.7202 -0.6348  -0.02
O -0.1849 -2.0466 0.1664  -0.88
O -1.2430 -0.4889 1.7721  -0.90
S 3.2391 0.4724 -0.3492  0.11
S -0.6573 -0.7435 0.4983  2.24
H 1.2673 -0.4470 -1.3486  0.22
H 2.9089 0.8872 0.9107  0.16

=====

4.
# C4H9NO

One molecule with the formula C4H9NO (ωB97M-V/def2-TZVPD, the Open Molecules 2025 dataset).

E = -287.7567 hartree
HOMO-LUMO gap = 10.87 eV
Largest force on an atom = 0.45 eV Å⁻¹
2S+1 = 1
HOMO energy = -9.8 eV
SMILES = C[C@H]1N[C@H]1CO

Last column: natural (NBO) charge in e.
Positions of all 15 atoms, in Å:
C -0.0074 -0.6370 1.7676  -0.63
C 0.4972 -0.9528 0.3745  -0.07
N -0.4838 -1.0248 -0.7051  -0.61
C 0.5272 0.0227 -0.7578  -0.11
C -0.0328 1.4351 -0.7242  -0.08
O -1.0530 1.6020 -1.6818  -0.71
H -0.0072 0.4366 1.9738  0.21
H -1.0344 -0.9963 1.8853  0.22
H 0.6052 -1.1109 2.5420  0.22
H 1.2836 -1.7073 0.3379  0.19
H -0.2586 -1.7797 -1.3452  0.36
H 1.3335 -0.1132 -1.4814  0.19
H 0.7644 2.1268 -1.0035  0.18
H -0.4109 1.7531 0.2615  0.16
H -1.7230 0.9458 -1.4436  0.47

=====

Relative energy (zero: lowest compared OMol25 entry of this formula, charge and spin) for the records above, in order: 79.2; 55.7; 175.4; 199.0 kJ/mol